[1]
DFT (the ωB97M-V functional and the def2-TZVPD basis) results for a molecular structure, C3H4S3 at a distorted geometry.

Summary:
* net charge: 0
* lowest unoccupied orbital energy (alpha / beta): -1.7 / -2.2 eV
* energy above the lowest of the compared OMol25 structures with the same formula, charge and spin: 89.64 kcal per mole
* Kohn-Sham gap (alpha / beta): 6.59 / 6.22 eV
* highest occupied orbital energy (alpha / beta): -8.267 / -8.431 eV
* calculated total energy: -1311.12722 Ha

Each line ends with the Mulliken charge.
Geometry (Å):
1 C 0.8710 1.2372 0.1602  -0.198
2 H 1.1646 2.1934 0.4188  0.401
3 S 0.5226 -1.7556 0.9583  0.003
4 S -0.7217 -0.8257 -1.6138  -0.140
5 H -0.6953 1.2142 1.3727  0.405
6 H 0.0694 -1.8104 -1.6600  0.181
7 C -0.7615 -0.6250 0.2968  -0.331
8 S 1.6974 0.5688 -1.1812  -0.094
9 C -0.2934 0.7528 0.5935  -0.578
10 H -1.8532 -0.9498 0.6546  0.351

[2]
DFT (the ωB97M-V functional and the def2-TZVPD basis) results for 2 unconnected molecules or ions with the total composition C2H6N2O4 at a distorted geometry.

Summary:
* net charge: 0
* lowest unoccupied orbital energy: 0.6 eV
* energy above the lowest of the compared OMol25 structures with the same formula, charge and spin: 190.40 kcal per mole
* Kohn-Sham gap: 9.66 eV
* highest occupied orbital energy: -9.064 eV
* calculated total energy: -490.03587 Ha
* SMILES string: [O-]/[N+](O)=N\O.C=CO

Each line ends with the Mulliken charge.
Geometry (Å):
1 N 1.0213 -0.0399 -0.1336  -0.235
2 H 0.8743 1.7063 -1.4724  0.416
3 H 1.9736 -1.1755 1.1250  0.364
4 H -1.6164 0.3899 1.7264  0.286
5 C -1.7992 -0.3046 0.9454  -0.832
6 O 3.0808 0.7693 0.4888  -0.683
7 O 1.6490 1.8871 -0.8860  -0.497
8 O 1.1150 -1.1278 0.6395  -0.341
9 H -2.3413 -1.2222 1.1182  0.183
10 N 2.0072 0.7906 -0.1546  0.929
11 O -1.5619 -0.8428 -1.3874  -0.462
12 C -1.4672 -0.0078 -0.2920  0.386
13 H -2.0875 -1.6077 -1.1396  0.294
14 H -0.8476 0.7852 -0.5778  0.192

[3]
DFT (the ωB97M-V functional and the def2-TZVPD basis) results for 3 unconnected molecules or ions with the total composition C5H12O2.

Summary:
* net charge: 0
* lowest unoccupied orbital energy: 0.9 eV
* energy above the lowest of the compared OMol25 structures with the same formula, charge and spin: 80.70 kcal per mole
* Kohn-Sham gap: 10.86 eV
* highest occupied orbital energy: -9.928 eV
* calculated total energy: -348.07622 Ha
* SMILES string: COCC=O.[H][H].C=C

Each line ends with the Mulliken charge.
Geometry (Å):
1 C -0.8881 -2.8738 -1.4388  -0.500
2 H -1.3064 2.3136 0.2262  0.356
3 O -2.0599 -0.1047 -0.6467  -0.490
4 C 0.9334 2.9018 1.3291  -0.684
5 H 1.2057 -2.6070 -1.4654  0.316
6 H -0.9383 -0.5022 0.9939  0.418
7 H -1.1066 -2.1321 -2.2001  0.214
8 C -0.5339 1.5290 0.1603  -0.347
9 C -1.2251 0.1847 0.1760  -0.067
10 H -0.0361 1.6416 -0.8158  0.279
11 H 1.5684 -0.9787 0.1286  -0.295
12 H 1.5785 -0.3568 0.5358  0.276
13 H -1.7440 -3.3863 -1.0097  0.251
14 C 0.3520 -3.1251 -1.0366  -0.522
15 O 0.3743 1.6153 1.2220  -0.258
16 H 0.5673 -3.8522 -0.2590  0.224
17 H 1.4694 3.1894 0.4120  0.293
18 H 0.1546 3.6550 1.5222  0.292
19 H 1.6346 2.8884 2.1660  0.245

[4]
DFT (the ωB97M-V functional and the def2-TZVPD basis) results for 2 unconnected molecules or ions with the total composition C3H10N2S at a distorted geometry.

Summary:
* net charge: 0
* lowest unoccupied orbital energy: 0.9 eV
* energy above the lowest of the compared OMol25 structures with the same formula, charge and spin: 24.45 kcal per mole
* Kohn-Sham gap: 10.00 eV
* highest occupied orbital energy: -9.127 eV
* calculated total energy: -627.95566 Ha
* SMILES string: [H]/N=C/N.CCS

Each line ends with the Mulliken charge.
Geometry (Å):
1 H 0.6948 2.1646 3.2683  0.203
2 H 0.1683 1.0800 -1.2301  0.093
3 C -0.0167 -1.3794 -1.6640  -0.532
4 H 1.6631 -2.4991 -0.9816  0.337
5 S 0.5613 0.2572 -2.2316  -0.194
6 N -1.4629 0.1233 2.0934  -0.669
7 H 0.1815 0.6410 1.1142  0.169
8 H -1.7981 -0.2284 1.2019  0.283
9 H -0.9584 2.3915 3.1899  0.247
10 H -0.0322 -2.0120 -2.5480  0.363
11 H 0.2700 -2.7635 -0.0008  0.272
12 C -0.4760 0.9290 1.9491  0.105
13 N -0.1595 1.9254 2.8041  -0.385
14 H 1.1408 -1.1902 0.1437  0.245
15 C 0.8273 -1.9859 -0.5238  -0.832
16 H -1.0777 -1.2982 -1.4248  0.296

[5]
DFT (the ωB97M-V functional and the def2-TZVPD basis) results for 5 unconnected molecules or ions with the total composition C43H33ClFO21P at a distorted geometry.

Summary:
* net charge: 0
* lowest unoccupied orbital energy: -1.7 eV
* Kohn-Sham gap: 7.27 eV
* highest occupied orbital energy: -8.982 eV
* calculated total energy: -4139.84883 Ha
* SMILES string: CCc1c(F)c(P(O)Cl)cc2c1C(=O)c1cc(OC[C@@H](C)O)ccc1C2=O.O=C1C=C(O)C(=O)C=C1O.O=C1C=C(O)C(=O)C=C1O.O=C1C=C(O)C(=O)C=C1O.O=C1C=C(O)C(=O)C=C1O

Each line ends with the Mulliken charge.
Geometry (Å):
1 C 1.8256 -0.6160 0.1322  0.115
2 C -0.1538 2.1509 -6.3885  -1.349
3 O 3.8998 -1.0257 4.5490  -0.598
4 H -9.3469 -0.0680 1.7277  0.357
5 O 1.1013 1.3731 -0.9465  -0.559
6 C 0.1929 3.1516 -7.2110  0.358
7 C 0.8436 0.2512 -0.5733  -0.875
8 C 3.2682 1.9085 6.4260  0.306
9 H 6.2786 2.0470 -2.4683  0.312
10 C -2.4446 -0.8749 -1.9947  -0.670
11 O 3.0989 4.0891 5.6125  -0.623
12 H 3.4857 -0.0881 -1.0849  0.044
13 C 3.5902 2.4688 3.9709  -0.841
14 H 2.6289 -3.8106 3.2121  0.517
15 C -0.4815 -0.3769 -0.7415  0.284
16 H -0.6545 1.2587 -6.7370  0.466
17 C 3.3063 2.9264 5.3182  1.007
18 H 0.2112 -3.9905 1.8104  0.335
19 O 4.0547 0.6744 2.5386  -0.265
20 H -5.3811 -5.0260 0.2248  0.139
21 C 4.1870 2.8879 -2.0576  1.268
22 H 2.9197 3.3671 7.5121  0.362
23 C 3.1468 -0.6864 -0.2521  -0.492
24 H -2.5805 -2.3934 1.0089  0.706
25 C 0.8929 4.3881 -6.7096  0.900
26 H 3.4362 -0.1355 6.9847  0.460
27 C 4.0068 -1.5227 0.4252  1.079
28 H -3.6818 -6.0813 -2.7682  0.369
29 C 0.1461 2.2534 -4.9759  0.834
30 H -0.2862 -3.5313 3.3976  0.332
31 H -3.0503 -0.7698 -2.8845  0.684
32 C 1.7989 -3.1304 3.0602  -0.660
33 H -3.5101 -4.8660 -1.0768  0.375
34 H 3.6306 3.2092 3.1846  0.553
35 H -0.8264 0.3840 -2.6866  1.273
36 H 0.7170 2.6873 -2.7785  0.167
37 O 1.8365 5.6479 -1.6175  -0.592
38 O -9.2934 -0.6621 3.6837  -0.623
39 O -8.5981 -0.3394 1.1624  -0.591
40 C -2.1839 -1.7896 0.2054  -0.820
41 H -6.3287 -4.0182 -0.8970  0.227
42 O -5.4807 -3.2395 4.6164  -0.599
43 O 1.1868 5.2389 -7.5279  -0.619
44 H -3.4920 -3.1351 -2.8797  0.431
45 C 4.1481 5.7347 -2.2112  0.880
46 C 5.3916 5.0257 -2.4586  -0.947
47 C -4.3926 -4.6193 -1.6677  0.446
48 C 1.3562 -1.3844 1.1840  0.919
49 O -4.4295 -5.4838 -2.8078  -0.569
50 H 1.6608 5.3929 -4.9377  0.549
51 C 0.8234 3.4960 -4.4657  0.193
52 C -8.2481 -1.1977 3.3662  0.878
53 O 1.0489 3.5274 -3.1587  -0.392
54 O 4.0344 6.9444 -2.2705  -0.641
55 C -5.6451 -4.8585 -0.8144  -1.101
56 C 5.4196 3.6890 -2.3849  0.161
57 O 6.5243 2.9817 -2.5918  -0.610
58 C -5.8107 -2.3410 2.4253  0.945
59 H -5.2201 -2.9707 -2.6971  0.330
60 H -6.1469 -5.7542 -1.1610  0.432
61 C 1.1723 4.4953 -5.2894  -0.646
62 O 6.0147 -0.2010 -0.7672  -0.264
63 O 4.2839 1.6722 -2.0301  -0.592
64 H 2.0957 6.5822 -1.7364  0.367
65 H 0.6477 -4.9804 3.2424  0.397
66 C -2.9349 -1.6765 -0.9610  0.114
67 C 3.7911 1.1636 3.7409  0.249
68 C -1.2245 -0.2298 -1.8938  -1.097
69 O 3.0247 2.4035 7.6332  -0.583
70 H 4.1584 -0.2927 2.6403  -0.029
71 C -7.7868 -1.0440 1.9420  0.413
72 C 3.7272 0.1425 4.8449  1.090
73 O -0.5190 -1.2080 2.6410  -0.580
74 C -7.4271 -1.9757 4.2783  -0.932
75 H 1.7507 -2.5416 3.9699  0.200
76 C 2.1984 -2.2421 1.9015  0.295
77 H -4.7262 -3.5006 4.0543  0.358
78 C 2.9266 4.9319 -1.8542  0.038
79 H 5.5957 -0.2155 -1.6390  0.332
80 C 2.9530 3.5928 -1.7858  -0.503
81 O -0.1179 1.3926 -4.1548  -0.474
82 C 3.4648 0.6034 6.1966  -1.123
83 C -4.3016 -3.1892 -2.1538  -1.044
84 F 4.4181 -3.0613 2.0955  -0.498
85 P 5.7607 -1.6795 -0.1099  -0.228
86 C -6.6397 -1.5825 1.5072  -0.831
87 C -0.1000 -1.2590 1.5122  -0.243
88 Cl 6.8901 -1.5382 1.5965  -0.217
89 H -7.7751 -2.0928 5.2947  0.430
90 C 0.5353 -3.9780 2.8473  -1.434
91 C -6.2816 -2.5166 3.8428  0.235
92 H 6.2679 5.6121 -2.6953  0.463
93 C 3.5287 -2.2650 1.4841  0.507
94 C -0.9654 -1.1475 0.3124  0.642
95 O -4.1314 -2.3249 -1.0454  -0.194
96 H -6.2943 -1.4790 0.4874  0.501
97 H 2.0822 3.0038 -1.5322  0.687
98 O -4.7519 -2.8495 2.1077  -0.551
99 O -0.0480 3.1333 -8.5133  -0.577
100 H 0.3061 3.9732 -8.8658  0.364

[6]
DFT (the ωB97M-V functional and the def2-TZVPD basis) results for a molecular structure, C20H68Br2FInNO13 at a distorted geometry.

Summary:
* net charge: -1
* lowest unoccupied orbital energy: 1.7 eV
* Kohn-Sham gap: 5.76 eV
* highest occupied orbital energy: -4.029 eV
* calculated total energy: -7273.42598 Ha

Each line ends with the Mulliken charge.
Geometry (Å):
1 O -4.9559 2.6911 2.0455  -0.496
2 H 0.3049 -0.8220 5.4072  0.204
3 H -4.4348 2.1077 1.4826  0.207
4 H -1.1152 0.2220 5.5926  0.188
5 H -3.8164 -3.5110 2.2030  0.361
6 C -3.3533 -10.6904 2.5641  -0.555
7 C -6.3182 2.5743 1.6676  -0.438
8 O 0.0710 5.1319 -5.7392  -0.470
9 N 1.7854 -2.6979 -0.4859  -0.469
10 C 4.4654 4.2989 -4.2858  -0.579
11 H -2.8732 -10.1839 0.7469  0.282
12 H -6.8941 3.2343 2.3148  0.275
13 H -0.6647 -1.5732 -4.4896  0.328
14 C 6.9442 7.2832 -5.7769  -0.540
15 O -2.0752 -0.8418 -3.2147  -0.533
16 C -0.9711 -7.9163 -0.1188  -0.306
17 H -7.0770 1.3018 -2.2370  0.274
18 H -0.9089 -2.5588 -3.0341  0.180
19 C -0.7425 6.2388 -5.3683  -0.616
20 H 3.0213 2.0124 1.2881  0.219
21 H -6.6774 1.5488 1.8033  0.205
22 H -0.9679 1.8162 1.6886  0.421
23 H -6.4634 2.8737 0.6283  0.156
24 C -6.3601 2.0787 -2.5194  -0.647
25 H -2.0411 -7.8028 0.0634  0.203
26 C 4.2543 4.8227 3.0497  -0.426
27 O 3.2725 2.5260 0.5106  -0.327
28 C 0.0810 1.6000 1.4917  -0.300
29 H 4.6515 4.3787 -2.3542  0.232
30 F 1.8755 1.5236 3.1806  -0.312
31 H -0.4220 -7.2399 0.5401  0.170
32 H 4.5629 5.0752 4.0616  0.321
33 H -6.8723 3.0384 -2.5396  0.232
34 H 5.5345 4.2133 -4.4910  0.255
35 H 1.1218 3.3668 -1.4186  0.160
36 O -1.5505 -1.7355 5.2261  -0.387
37 H -1.3557 3.1959 -2.7814  0.303
38 H 0.9437 -4.1686 0.7932  0.051
39 Br -2.1663 -4.3277 0.2193  -0.304
40 H 0.3036 2.0467 0.5264  0.037
41 O -0.6589 -7.6466 -1.4848  -0.559
42 H 1.8300 -0.6927 -0.9968  0.269
43 C 0.9046 2.3305 2.5391  -0.689
44 C -0.2905 3.4149 -2.7615  -0.462
45 C -1.6007 -1.4987 0.5684  -0.225
46 H -3.8594 -1.7659 2.1119  0.241
47 C -3.2157 -2.6134 2.3118  -0.962
48 H 6.3846 6.6533 -6.4638  0.207
49 H -5.9712 1.8646 -3.5187  0.298
50 O -1.2140 -5.0426 5.6502  -0.474
51 C -0.8498 -1.5356 -3.4181  -0.361
52 H -4.4247 -10.4993 2.4588  0.260
53 C 1.9376 -1.2710 -0.0779  -0.998
54 C -1.9844 -2.7051 1.4150  0.512
55 H 4.4925 3.7764 2.8510  0.164
56 H -1.4474 -5.5572 6.4275  0.257
57 C -0.7040 -0.7583 5.8209  -0.560
58 H -3.0417 -10.3903 3.5613  0.184
59 H -0.7259 7.0159 -6.1383  0.294
60 H -0.6650 -0.8842 6.9092  0.291
61 H 3.1762 4.9712 2.9598  0.206
62 H 4.6685 5.4321 1.2600  0.305
63 H 1.4248 3.1707 2.0753  0.176
64 H 5.0827 1.5167 0.3068  0.298
65 H -0.4169 6.6652 -4.4156  0.273
66 H -0.6782 -8.9394 0.0999  0.215
67 H 0.8731 -2.7990 -0.9085  0.223
68 H 0.6982 -1.2788 3.0233  -0.519
69 H -3.1606 -11.7603 2.4422  0.243
70 H 2.9430 -1.1034 0.3028  0.383
71 H -0.0181 -1.0152 -2.9343  0.089
72 H -1.1360 -2.9660 2.0334  0.047
73 H 0.9740 5.4487 -5.8323  0.274
74 Br -2.9694 -0.1078 0.3656  -0.251
75 C 1.8844 -3.6309 0.6345  -0.661
76 H 4.4447 2.3286 -1.1423  -0.029
77 H 3.7062 0.8156 -0.5884  -0.021
78 In 0.3429 -0.6203 1.3924  1.206
79 H -1.7604 5.8745 -5.2578  0.231
80 H 6.6318 8.3217 -5.9160  0.268
81 H -0.9155 -6.7360 -1.6632  0.303
82 H -0.8931 -6.7534 4.5038  0.216
83 C 4.1768 1.7442 -0.2657  -0.087
84 H -4.8542 1.3228 -1.5534  0.226
85 H -2.2249 -0.8156 -2.2637  0.283
86 H -0.1348 4.4571 -3.0535  0.106
87 H 7.1537 7.3894 -3.8444  0.264
88 H -1.3633 -1.8297 -0.4332  -0.105
89 H 0.2588 2.7577 3.3076  0.336
90 O 4.9563 5.6745 2.1456  -0.548
91 H 2.6365 -4.3983 0.4422  0.394
92 H 8.0098 7.1917 -6.0031  0.269
93 H 2.1181 -3.1260 1.5702  0.202
94 O 6.6604 6.8353 -4.4563  -0.453
95 H 0.2189 2.7618 -3.4746  0.256
96 O -2.6015 -9.9232 1.6322  -0.438
97 H 4.1602 5.3415 -4.4042  0.186
98 H -1.1798 -2.6043 5.4124  0.214
99 O 0.1763 3.1820 -1.4377  -0.429
100 H 3.9148 3.6827 -4.9932  0.293
101 H -2.9075 -2.5803 3.3539  0.143
102 H 0.5458 -6.1200 5.3486  0.316
103 C -0.3737 -5.8466 4.8239  -0.335
104 H -0.1175 -5.2596 3.9459  0.037
105 O 4.1633 3.8299 -2.9756  -0.453
106 O -5.3071 2.1729 -1.5714  -0.395